No. 1
Density functional theory data (ωB97M-V with the def2-TZVPD basis set) for a 2-piece molecular cluster, NO4S2 overall at a distorted geometry.

Last column: Löwdin charge in e.
CARTESIAN COORDINATES (ANGSTROEM)
1 N -0.332 0.600 1.663  -0.263
2 O 0.300 -1.946 -0.976  -0.481
3 O -1.110 1.504 1.936  -0.029
4 O 0.440 0.053 2.429  -0.024
5 O -1.115 -0.055 -1.950  -0.502
6 S 1.734 0.379 -1.887  0.076
7 S 0.082 -0.536 -1.215  0.224

Forces on the atoms, in the same order (eV/Å):
-0.009 0.268 0.622
-0.609 -0.293 0.255
0.892 -1.086 -0.441
-0.769 0.529 -0.770
1.010 -1.042 1.263
-0.486 -0.182 0.538
-0.029 1.806 -1.467

Values from the calculation:
Maximum force   2.327 eV/A
HOMO-LUMO gap (alpha / beta)   7.423 / 5.155 eV
Total charge   -1
Energy above the lowest of the compared OMol25 structures with the same formula, charge and spin   77.92 kcal/mol
Electronic energy   -1152.0206 Ha
Highest occupied orbital energy (alpha / beta)   -4.993 / -3.901 eV

No. 2
Density functional theory data (ωB97M-V with the def2-TZVPD basis set) for one molecule with the formula C3H9N at a distorted geometry.

Last column: Löwdin charge in e.
CARTESIAN COORDINATES (ANGSTROEM)
1 C 0.677 0.647 1.027  -0.159
2 N -0.282 0.292 0.009  -0.283
3 C 0.228 0.235 -1.341  -0.158
4 C -0.784 -1.100 0.347  -0.086
5 H 1.473 1.344 0.723  0.076
6 H 1.304 -0.114 1.516  0.078
7 H 0.247 1.268 1.822  0.078
8 H -0.593 0.046 -2.041  0.081
9 H 0.527 1.252 -1.635  0.083
10 H 1.019 -0.463 -1.631  0.081
11 H -1.869 -1.128 0.190  0.075
12 H -0.507 -1.426 1.338  0.067
13 H -0.464 -1.789 -0.444  0.068

Forces on the atoms, in the same order (eV/Å):
1.565 1.825 0.767
0.264 -2.471 0.779
-0.389 1.639 -1.127
-0.942 0.954 -1.593
-0.338 -0.047 -0.882
-0.595 -0.570 -0.275
-0.521 -0.534 0.097
-0.149 -0.242 0.259
0.309 -0.228 0.150
0.247 -0.219 0.633
-0.022 0.145 0.578
0.008 -0.055 0.126
0.562 -0.197 0.489

Values from the calculation:
Maximum force   2.604 eV/A
SMILES   CN(C)C
HOMO-LUMO gap   9.874 eV
Energy above the lowest of the compared OMol25 structures with the same formula, charge and spin   28.99 kcal/mol
Electronic energy   -174.4068 Ha
Highest occupied orbital energy   -8.698 eV

No. 3
Density functional theory data (ωB97M-V with the def2-TZVPD basis set) for C34H41CuN4S3 as an isolated structure at a distorted geometry.

Last column: Löwdin charge in e.
CARTESIAN COORDINATES (ANGSTROEM)
1 Cu -0.917 0.495 -0.025  0.361
2 C -2.020 1.349 -2.900  -0.064
3 C -1.860 2.601 -2.032  -0.395
4 C -1.390 3.790 -2.866  -0.084
5 C -3.136 2.873 -1.266  -0.147
6 C -4.180 3.560 -1.840  -0.078
7 C -5.353 3.814 -1.140  -0.129
8 C -5.498 3.286 0.132  -0.086
9 C -4.485 2.581 0.750  -0.153
10 C -4.766 1.859 2.052  -0.392
11 C -5.583 0.594 1.765  -0.065
12 C -5.459 2.742 3.093  -0.085
13 C -3.242 2.402 0.079  -0.195
14 N -2.167 1.787 0.617  -0.071
15 C -1.758 1.951 1.921  -0.232
16 C -0.686 1.279 2.411  -0.222
17 N 0.032 0.419 1.631  -0.079
18 C 1.177 -0.196 2.019  -0.190
19 C 1.290 -0.961 3.205  -0.149
20 C 2.507 -1.530 3.532  -0.078
21 C 3.617 -1.384 2.721  -0.119
22 C 3.502 -0.676 1.533  -0.065
23 C 2.308 -0.098 1.165  -0.141
24 C 2.198 0.697 -0.114  -0.386
25 C 2.783 -0.052 -1.305  -0.083
26 C 2.817 2.084 0.061  -0.061
27 C 0.075 -1.191 4.077  -0.383
28 C -0.215 -2.682 4.269  -0.074
29 C 0.241 -0.495 5.430  -0.078
30 H -1.107 1.142 -3.457  0.075
31 H -2.841 1.472 -3.605  0.077
32 H -2.227 0.486 -2.265  0.057
33 H -1.075 2.388 -1.289  0.101
34 H -2.042 3.956 -3.721  0.060
35 H -0.384 3.607 -3.242  0.069
36 H -1.373 4.694 -2.260  0.077
37 H -4.086 3.924 -2.855  0.095
38 H -6.149 4.390 -1.594  0.075
39 H -6.443 3.421 0.645  0.094
40 H -3.822 1.521 2.482  0.093
41 H -6.530 0.836 1.284  0.069
42 H -5.783 0.052 2.691  0.067
43 H -5.014 -0.054 1.102  0.081
44 H -6.494 2.945 2.819  0.058
45 H -4.937 3.693 3.187  0.074
46 H -5.457 2.251 4.066  0.067
47 H -2.207 2.742 2.517  0.098
48 H -0.318 1.517 3.406  0.091
49 H 2.601 -2.105 4.446  0.096
50 H 4.567 -1.823 3.000  0.079
51 H 4.372 -0.566 0.899  0.100
52 H 1.116 0.831 -0.321  0.084
53 H 3.873 -0.070 -1.279  0.062
54 H 2.471 0.425 -2.232  0.080
55 H 2.400 -1.071 -1.303  0.050
56 H 3.874 1.991 0.305  0.069
57 H 2.323 2.622 0.865  0.077
58 H 2.713 2.667 -0.851  0.067
59 H -0.789 -0.758 3.564  0.114
60 H 0.585 -3.179 4.816  0.062
61 H -0.319 -3.164 3.299  0.083
62 H -1.147 -2.813 4.823  0.067
63 H 1.100 -0.899 5.965  0.066
64 H -0.648 -0.620 6.049  0.067
65 H 0.408 0.571 5.287  0.063
66 S 2.209 -4.669 -6.337  0.492
67 C 1.712 -4.100 -4.858  -1.125
68 S 0.049 -3.728 -4.480  0.883
69 C 0.608 -3.077 -2.833  -1.196
70 N 1.880 -3.222 -2.721  -0.030
71 N 2.497 -3.780 -3.797  -0.165
72 C 3.888 -3.865 -3.720  -0.201
73 C 4.621 -4.868 -4.357  -0.066
74 C 5.997 -4.886 -4.239  -0.104
75 C 6.657 -3.917 -3.499  -0.118
76 C 5.927 -2.932 -2.848  -0.091
77 C 4.554 -2.912 -2.944  -0.003
78 S -0.456 -2.438 -1.757  0.482
79 H 4.108 -5.607 -4.949  0.046
80 H 6.565 -5.661 -4.737  0.093
81 H 7.734 -3.933 -3.419  0.086
82 H 6.433 -2.162 -2.282  0.098
83 H 3.970 -2.161 -2.440  0.079

Forces on the atoms, in the same order (eV/Å):
-0.010 -0.782 -0.828
0.172 0.161 0.232
0.051 0.034 -0.128
-0.050 -0.139 0.145
0.319 -0.130 0.181
-0.132 0.118 -0.017
-0.231 0.018 -0.118
-0.124 0.275 -0.142
0.340 -0.134 0.145
-0.068 -0.092 0.061
0.190 0.117 0.095
0.188 -0.137 -0.103
-0.180 0.135 0.001
-0.226 -0.142 -0.377
-0.006 0.390 0.786
-0.020 0.454 0.552
0.010 -0.334 -0.181
0.186 -0.089 0.168
-0.225 0.198 -0.188
0.218 -0.024 0.106
0.262 -0.110 0.081
0.060 -0.068 0.088
-0.229 0.126 -0.016
-0.130 -0.056 -0.179
-0.176 0.026 0.173
-0.251 -0.170 -0.045
-0.029 -0.040 0.115
-0.021 0.208 -0.087
-0.158 0.013 -0.179
0.103 -0.089 -0.078
-0.110 -0.009 -0.073
-0.082 -0.151 -0.066
-0.227 0.197 -0.183
-0.089 0.102 -0.168
0.091 -0.012 -0.085
0.014 0.126 0.000
0.046 0.069 -0.103
-0.071 -0.020 -0.034
-0.082 0.006 0.085
-0.189 0.073 -0.079
-0.134 0.035 -0.044
-0.061 -0.106 0.079
-0.010 -0.106 -0.079
-0.143 0.070 -0.015
0.010 0.091 0.053
-0.064 -0.040 0.089
0.007 -0.018 0.100
-0.054 0.087 0.063
-0.028 -0.085 0.106
0.018 -0.056 0.032
0.065 -0.013 -0.110
0.638 0.020 0.092
0.169 -0.033 0.003
0.035 0.058 -0.196
0.039 -0.067 -0.130
0.199 0.030 0.020
-0.066 0.071 0.144
0.045 0.129 -0.181
0.166 -0.056 0.097
0.073 -0.071 0.063
-0.010 -0.102 -0.068
-0.039 -0.058 0.062
0.097 -0.065 0.097
-0.079 -0.037 0.102
0.025 0.085 0.038
-0.072 -0.236 -0.632
-0.098 0.136 0.092
1.113 0.233 0.862
-0.130 -0.577 -1.502
0.486 0.365 1.057
-1.264 -0.419 -0.932
1.030 0.013 0.136
-0.382 0.061 0.048
0.267 0.122 0.090
0.046 -0.046 0.026
0.262 -0.063 -0.091
-0.357 -0.042 -0.210
-1.046 0.600 0.914
0.033 -0.014 0.051
-0.014 -0.046 -0.019
0.126 -0.005 -0.014
0.001 -0.016 0.084
-0.032 0.054 0.063

Values from the calculation:
Maximum force   1.625 eV/A
HOMO-LUMO gap   4.475 eV
Total charge   -2
Electronic energy   -4374.2853 Ha
Highest occupied orbital energy   -0.284 eV

What did the first record say?
Density functional theory data (ωB97M-V with the def2-TZVPD basis set) for a 2-piece molecular cluster, NO4S2 overall at a distorted geometry.

Last column: Löwdin charge in e.
CARTESIAN COORDINATES (ANGSTROEM)
1 N -0.332 0.600 1.663  -0.263
2 O 0.300 -1.946 -0.976  -0.481
3 O -1.110 1.504 1.936  -0.029
4 O 0.440 0.053 2.429  -0.024
5 O -1.115 -0.055 -1.950  -0.502
6 S 1.734 0.379 -1.887  0.076
7 S 0.082 -0.536 -1.215  0.224

Forces on the atoms, in the same order (eV/Å):
-0.009 0.268 0.622
-0.609 -0.293 0.255
0.892 -1.086 -0.441
-0.769 0.529 -0.770
1.010 -1.042 1.263
-0.486 -0.182 0.538
-0.029 1.806 -1.467

Values from the calculation:
Maximum force   2.327 eV/A
HOMO-LUMO gap (alpha / beta)   7.423 / 5.155 eV
Total charge   -1
Energy above the lowest of the compared OMol25 structures with the same formula, charge and spin   77.92 kcal/mol
Electronic energy   -1152.0206 Ha
Highest occupied orbital energy (alpha / beta)   -4.993 / -3.901 eV

Q: Among the records above, which one has the highest maximum force?
A: C3H9N

Q: Which value of electronic energy does entry 1 give?
A: -1152.0206 Ha

Q: Which of these has the highest maximum force?
A: C3H9N